The following is a quantum chemistry calculation of C22H22CdF10N3O6S2 as an isolated structure, from OMol25.

Values from the calculation:
Energy above the lowest of the compared OMol25 structures with the same formula, charge and spin = 71.8 kJ/mol
DFT total energy = -3430.142876 Ha
Spin multiplicity = 1
Charge = -1

```
66
Properties=species:S:1:pos:R:3:mulliken_charge:R:1
Cd -0.246 -0.140 -1.056 3.033
C -3.239 0.847 -2.285 -1.157
N -1.836 1.146 -2.536 0.837
C -1.467 0.747 -3.892 -1.311
C -1.533 2.556 -2.275 -1.097
C -0.081 2.787 -1.862 -0.966
N 0.231 1.953 -0.719 -0.337
C 1.027 2.355 0.282 0.536
C 1.086 1.552 1.448 -0.430
F 0.335 0.427 1.473 0.189
C 1.856 1.847 2.542 -0.234
F 1.815 1.020 3.603 -0.303
C 2.660 2.974 2.588 -0.883
C 2.649 3.764 1.457 0.325
F 3.434 4.858 1.414 -0.350
C 1.883 3.480 0.345 0.479
F 2.031 4.297 -0.726 -0.434
H -3.897 1.426 -2.952 0.318
H -3.484 1.098 -1.253 0.098
H -3.419 -0.216 -2.428 0.372
H -2.066 1.284 -4.644 0.318
H -1.634 -0.324 -4.010 0.283
H -0.414 0.954 -4.074 0.363
H -2.176 2.882 -1.454 0.442
H -1.779 3.169 -3.157 0.340
H 0.026 3.849 -1.646 0.496
H 0.582 2.569 -2.710 0.201
H 3.264 3.213 3.449 0.500
F 5.200 0.283 -1.727 -0.213
C 4.138 0.760 -2.376 0.298
F 4.429 0.858 -3.675 -0.221
F 3.849 1.975 -1.904 -0.146
S 2.662 -0.312 -2.112 1.095
O 2.387 -0.260 -0.694 -0.738
O 1.620 0.248 -2.949 -0.772
N 3.224 -1.683 -2.639 -0.676
S 2.214 -2.902 -2.507 0.908
O 2.302 -3.787 -3.622 -0.665
O 0.918 -2.478 -2.026 -0.663
C 2.961 -3.870 -1.120 0.717
F 4.177 -4.309 -1.472 -0.250
F 3.080 -3.129 -0.015 -0.192
F 2.189 -4.928 -0.847 -0.230
C -0.805 -0.643 5.347 -1.479
C -1.287 -1.041 3.979 0.814
C -2.476 -0.542 3.461 -1.104
C -2.909 -0.866 2.182 1.216
C -4.224 -0.337 1.675 -1.285
C -2.108 -1.690 1.385 1.035
C -0.918 -2.210 1.887 1.085
C -0.027 -3.080 1.044 -1.420
C -0.533 -1.891 3.184 -0.908
C -2.553 -2.015 -0.027 -0.720
O -3.541 -2.712 -0.210 -0.716
O -1.841 -1.509 -0.978 -0.516
H -1.615 -0.226 5.947 0.377
H -0.020 0.113 5.274 0.190
H -0.389 -1.496 5.884 0.371
H -3.088 0.116 4.071 0.262
H -4.684 0.319 2.414 0.393
H -4.904 -1.157 1.446 0.320
H -4.096 0.228 0.751 0.008
H -0.583 -3.652 0.302 0.429
H 0.535 -3.772 1.673 0.552
H 0.710 -2.482 0.501 -0.125
H 0.396 -2.298 3.570 0.340
```

The following is a quantum chemistry calculation of one molecule with the formula C3H3Cl3S2, from OMol25.

Values from the calculation:
Energy above the lowest of the compared OMol25 structures with the same formula, charge and spin = 65.5 kJ/mol
DFT total energy = -2293.015505 Ha
Spin multiplicity = 1
Charge = 0
SMILES = CSC(=S)C(Cl)(Cl)Cl

```
11
Properties=species:S:1:pos:R:3:mulliken_charge:R:1
C 1.667 -0.073 -1.408 -0.875
S 1.171 0.181 0.343 0.097
C -0.579 0.197 0.053 -0.033
S -1.274 -0.074 -1.407 -0.190
C -1.335 0.221 1.522 0.374
Cl -3.015 0.566 1.396 -0.101
Cl -0.575 1.135 2.763 -0.099
Cl -1.206 -1.577 1.902 -0.110
H 1.009 -0.948 -1.855 0.266
H 1.404 0.797 -1.928 0.348
H 2.733 -0.424 -1.381 0.323
```

The following is a quantum chemistry calculation of one molecule with the formula C23H30N2O3, from OMol25.

Values from the calculation:
Energy above the lowest of the compared OMol25 structures with the same formula, charge and spin = 276.4 kJ/mol
DFT total energy = -1229.614565 Ha
Spin multiplicity = 1
Charge = 0
SMILES = CC(C)(O)C#Cc1ccc(C(=O)N2CCC(CCC(=O)NC3CC3)CC2)cc1

```
58
Properties=species:S:1:pos:R:3:mulliken_charge:R:1
C -7.050 -1.701 -0.896 -1.558
C -6.839 -0.292 -0.337 1.492
C -7.637 -0.090 0.962 -1.534
O -7.284 0.613 -1.341 -0.570
C -5.419 -0.080 -0.058 -0.602
C -4.256 0.160 0.137 -0.143
C -2.886 0.408 0.390 0.826
C -2.503 1.208 1.467 -0.968
C -1.165 1.448 1.708 -0.647
C -0.187 0.911 0.874 -0.068
C 1.239 1.175 1.248 0.306
O 1.703 0.711 2.281 -0.726
N 1.948 2.000 0.452 0.309
C 1.583 2.405 -0.881 -1.063
C 2.435 1.640 -1.908 -0.627
C 3.866 1.394 -1.390 0.048
C 4.080 0.009 -0.760 0.197
C 3.799 -1.166 -1.714 -1.240
C 2.427 -1.747 -1.448 0.485
O 1.472 -1.542 -2.180 -0.706
N 2.278 -2.484 -0.328 -0.033
C 3.258 -2.834 0.647 -0.080
C 3.303 -2.127 1.976 -0.122
C 2.809 -3.540 1.887 -0.746
C 4.219 2.477 -0.366 -1.131
C 3.286 2.406 0.846 -0.852
C -0.568 0.104 -0.193 -0.053
C -1.906 -0.146 -0.433 -1.101
H -8.106 -1.852 -1.103 0.406
H -6.494 -1.809 -1.823 0.347
H -6.707 -2.446 -0.182 0.367
H -7.325 -0.813 1.711 0.352
H -8.698 -0.217 0.760 0.395
H -7.471 0.912 1.357 0.312
H -7.109 1.514 -1.049 0.374
H -3.259 1.633 2.112 0.459
H -0.865 2.056 2.549 0.496
H 0.522 2.224 -1.051 0.544
H 1.762 3.483 -0.966 0.363
H 2.471 2.226 -2.827 0.395
H 1.958 0.692 -2.147 0.210
H 4.558 1.478 -2.236 0.555
H 5.120 -0.042 -0.430 0.404
H 3.455 -0.096 0.124 -0.411
H 4.551 -1.945 -1.585 0.378
H 3.831 -0.831 -2.751 0.443
H 1.330 -2.786 -0.142 0.299
H 4.202 -3.140 0.211 0.198
H 4.271 -1.947 2.418 0.246
H 2.583 -1.346 2.173 0.096
H 3.426 -4.335 2.277 0.253
H 1.751 -3.710 2.014 0.244
H 4.139 3.455 -0.845 0.408
H 5.250 2.361 -0.029 0.442
H 3.644 1.686 1.585 0.477
H 3.232 3.387 1.335 0.346
H 0.170 -0.340 -0.842 0.993
H -2.197 -0.771 -1.263 0.519
```

The following is a quantum chemistry calculation of C25H21BF2N3S2Zr as an isolated structure, from OMol25.

Values from the calculation:
DFT total energy = -2196.556718 Ha
Spin multiplicity = 1
Charge = +3

```
55
Properties=species:S:1:pos:R:3:mulliken_charge:R:1
Zr -16.512 7.064 -5.011 2.267
S -17.850 12.976 -5.430 -0.135
C -18.693 14.538 -5.535 -0.389
C -20.042 14.416 -5.490 -0.537
C -20.443 13.027 -5.347 -0.424
C -19.374 12.156 -5.385 0.214
C -19.435 10.661 -5.251 0.747
C -18.245 9.883 -5.003 -0.368
N -18.226 8.560 -5.246 -0.416
C -19.400 7.978 -5.665 -0.059
C -20.644 8.637 -5.824 0.626
C -21.745 8.012 -6.500 -1.385
C -21.577 6.658 -6.857 -0.858
C -20.427 5.893 -6.584 1.124
C -20.327 4.533 -6.909 -0.401
C -19.143 3.823 -6.567 0.228
C -18.161 4.589 -5.932 -0.708
N -18.156 5.911 -5.807 -0.462
C -19.292 6.612 -6.034 0.467
C -18.705 2.462 -6.886 -0.139
C -17.369 2.197 -7.214 -0.642
C -17.070 0.845 -7.147 -0.630
C -18.148 0.107 -6.839 -0.405
S -19.516 1.026 -6.313 -0.032
C -20.649 10.005 -5.477 -0.451
H -18.152 15.416 -5.779 0.471
H -20.648 15.318 -5.476 0.391
H -21.481 12.725 -5.118 0.332
H -17.309 10.352 -4.619 0.390
H -22.657 8.540 -6.667 0.491
H -22.269 6.084 -7.455 0.445
H -21.198 4.122 -7.531 0.428
H -17.389 4.016 -5.480 0.928
H -16.779 3.066 -7.399 0.673
H -16.113 0.476 -7.471 0.429
H -18.112 -0.971 -6.851 0.459
H -21.609 10.542 -5.572 0.360
F -10.424 6.627 -8.301 -0.042
B -9.870 5.646 -7.747 0.071
F -15.428 7.136 -6.414 -0.422
C -11.895 5.604 -4.583 -1.599
C -12.859 5.124 -3.504 1.983
C -13.175 3.641 -3.537 -1.751
C -12.339 5.660 -2.107 -1.585
C -14.135 5.816 -3.567 0.266
N -15.181 6.362 -3.495 -0.820
H -10.878 5.180 -4.409 0.425
H -11.830 6.740 -4.569 0.343
H -12.224 5.266 -5.577 0.437
H -12.330 3.040 -3.224 0.429
H -13.401 3.271 -4.525 0.403
H -13.895 3.437 -2.797 0.513
H -11.460 5.094 -1.868 0.440
H -13.082 5.489 -1.354 0.476
H -12.061 6.704 -2.104 0.404
```

The following is a quantum chemistry calculation of a 2-piece molecular cluster, C10H12FIN2O2 overall, from OMol25.

Values from the calculation:
DFT total energy = -1045.777184 Ha
Spin multiplicity = 1
Charge = 0
SMILES = N#C[C@@H](I)[C@H](C#N)CCF.O=C1CCCO1

```
28
Properties=species:S:1:pos:R:3:mulliken_charge:R:1
N -1.019 1.696 -2.648 -0.410
C -0.216 1.851 -1.842 0.072
C 0.806 2.049 -0.822 -0.320
I 0.174 1.031 0.951 0.198
C 2.216 1.649 -1.363 0.352
C 2.462 0.211 -1.239 -0.026
N 2.614 -0.924 -1.183 -0.447
C 3.344 2.522 -0.759 -0.875
C 3.949 2.032 0.536 -0.273
F 4.766 0.943 0.301 -0.286
H 0.822 3.108 -0.574 0.376
H 2.189 1.837 -2.440 0.375
H 2.918 3.509 -0.560 0.387
H 4.126 2.662 -1.503 0.376
H 4.565 2.817 0.978 0.314
H 3.186 1.747 1.263 0.185
O -3.603 -0.204 2.250 -0.587
C -3.277 -1.166 1.620 0.454
C -4.160 -2.215 0.973 -0.383
C -3.187 -3.362 0.702 -0.475
C -1.867 -2.617 0.530 -0.449
O -1.976 -1.464 1.383 -0.270
H -4.566 -1.791 0.053 0.257
H -4.980 -2.477 1.635 0.295
H -3.443 -3.972 -0.161 0.323
H -3.132 -4.014 1.575 0.261
H -1.716 -2.269 -0.494 0.271
H -0.997 -3.189 0.840 0.308
```

The following is a quantum chemistry calculation of one molecule with the formula C5H6O2, from OMol25.

Values from the calculation:
Energy above the lowest of the compared OMol25 structures with the same formula, charge and spin = 356.8 kJ/mol
DFT total energy = -344.466001 Ha
Spin multiplicity = 1
Charge = 0
SMILES = C#CO/C=C\CO

```
13
Properties=species:S:1:pos:R:3:mulliken_charge:R:1
C 1.886 -0.746 1.363 -0.154
C 1.455 0.279 0.902 -0.086
O 1.019 1.422 0.445 -0.430
C 0.248 1.427 -0.719 -0.186
C -0.619 0.504 -1.116 -0.086
C -1.064 -0.750 -0.390 -0.599
O -1.597 -0.493 0.894 -0.504
H 2.312 -1.649 1.738 0.395
H 0.431 2.350 -1.256 0.407
H -1.103 0.729 -2.063 0.294
H -0.243 -1.476 -0.336 0.267
H -1.870 -1.211 -0.966 0.334
H -0.856 -0.386 1.504 0.349
```

no.,Kohn-Sham gap (eV),lowest unoccupied orbital energy (eV),maximum force (eV/A)
1,7.7,2.692,0.48
2,8.4,-0.726,3.77
3,9.4,0.760,0.92
4,3.9,-11.859,3.53
5,9.9,-0.078,0.32
6,10.3,0.856,0.51